# 1
Molecular formula: C33H30IrS2Sb2
Method: DFT, the ωB97M-V functional and the def2-TZVPD basis

XYZ file:
```
68
C33H30IrS2Sb2 (the ωB97M-V functional and the def2-TZVPD basis)
Ir 1.503 -0.831 -0.131
C -2.053 -0.833 1.603
C -1.121 -0.803 2.802
C -0.619 0.609 3.117
Sb 1.397 0.575 3.863
C 1.791 2.660 3.663
C 3.121 3.083 3.680
C 3.434 4.423 3.511
C 2.420 5.356 3.341
C 1.095 4.946 3.336
C 0.779 3.602 3.493
C 2.179 0.271 1.817
C 1.884 1.224 0.805
C 2.503 1.190 -0.461
C 3.462 0.185 -0.736
C 3.784 -0.783 0.239
C 3.117 -0.741 1.490
Sb -1.067 -0.405 -0.234
C -1.303 1.616 -0.751
C -0.642 2.100 -1.880
C -0.783 3.430 -2.245
C -1.575 4.279 -1.481
C -2.234 3.798 -0.360
C -2.102 2.465 0.008
C -2.077 -1.551 -1.662
C -2.322 -1.021 -2.926
C -2.983 -1.790 -3.872
C -3.393 -3.079 -3.558
C -3.147 -3.605 -2.297
C -2.487 -2.843 -1.344
H -2.863 -0.106 1.695
H -2.507 -1.813 1.455
H -0.295 -1.500 2.622
H -1.655 -1.204 3.666
H -1.263 1.101 3.847
H -0.613 1.249 2.228
H 3.925 2.371 3.838
H 4.468 4.742 3.530
H 2.663 6.404 3.225
H 0.303 5.675 3.222
H -0.263 3.309 3.493
H 1.149 1.998 1.002
H 2.239 1.920 -1.213
H 3.914 0.129 -1.718
H 4.492 -1.570 0.019
H 3.324 -1.524 2.211
H -0.031 1.440 -2.490
H -0.283 3.805 -3.129
H -1.684 5.316 -1.767
H -2.859 4.457 0.227
H -2.633 2.103 0.881
H -2.019 -0.011 -3.175
H -3.187 -1.378 -4.851
H -3.915 -3.672 -4.297
H -3.477 -4.606 -2.051
H -2.301 -3.266 -0.364
S 0.822 -2.948 0.520
C 0.502 -3.792 -0.937
C 0.029 -5.118 -0.876
C -0.251 -5.785 -2.037
C -0.086 -5.156 -3.293
C 0.368 -3.870 -3.376
C 0.683 -3.169 -2.194
S 1.275 -1.570 -2.301
H -0.102 -5.595 0.087
H -0.605 -6.806 -1.997
H -0.321 -5.703 -4.195
H 0.496 -3.381 -4.333
```

The calculation puts the frontier orbital gap (spin up / spin down) at 7.33 / 5.72 eV. The spin multiplicity is 2. Its net charge is +2. As for the HOMO energy (spin up / spin down): -13.52 / -13.89 eV. As for the expectation value of S²: 0.766. As for the LUMO energy (spin up / spin down): -6.192 / -8.171 eV.



# 2
Molecular formula: C33H30KN5S4
Method: DFT, the ωB97M-V functional and the def2-TZVPD basis

XYZ file:
```
73
C33H30KN5S4 (the ωB97M-V functional and the def2-TZVPD basis)
K 0.319 0.072 -0.082
C 3.843 -1.639 0.424
C 3.892 -0.146 0.394
N 2.868 0.601 0.109
C 3.194 1.941 0.187
C 4.487 2.194 0.517
S 5.324 0.727 0.759
C 2.146 2.960 -0.019
C 2.306 4.306 0.110
S 0.811 5.092 -0.122
C 0.054 3.579 -0.386
N 0.861 2.563 -0.315
C -1.414 3.446 -0.632
H 2.821 -1.967 0.249
H 4.157 -2.019 1.396
H 4.489 -2.073 -0.339
H 4.970 3.148 0.646
H 3.202 4.854 0.345
H -1.893 4.416 -0.748
H -1.879 2.927 0.208
H -1.591 2.864 -1.536
S -2.379 -0.640 -1.165
C -2.678 -2.160 -0.609
N -3.793 -2.549 0.008
C -4.049 -3.954 0.317
C -3.480 -4.784 -0.801
N -2.046 -4.511 -0.859
C -1.185 -5.673 -1.108
C -1.455 -6.247 -2.475
C -1.971 -7.526 -2.625
C -2.235 -8.036 -3.890
C -1.990 -7.261 -5.011
C -1.475 -5.978 -4.868
C -1.208 -5.472 -3.607
C -1.582 -3.267 -0.770
S 0.010 -2.836 -0.782
C -4.893 -1.629 0.313
C -6.065 -1.841 -0.611
C -5.944 -1.599 -1.978
C -7.019 -1.824 -2.823
C -8.226 -2.289 -2.314
C -8.355 -2.526 -0.955
C -7.276 -2.304 -0.110
H -5.127 -4.085 0.392
H -3.594 -4.218 1.276
H -3.959 -4.539 -1.754
H -3.611 -5.849 -0.622
H -1.393 -6.415 -0.334
H -0.155 -5.341 -1.003
H -2.162 -8.132 -1.746
H -2.635 -9.036 -3.996
H -2.196 -7.655 -5.998
H -1.279 -5.372 -5.743
H -0.804 -4.473 -3.491
H -4.498 -0.618 0.252
H -5.197 -1.818 1.345
H -5.006 -1.228 -2.372
H -6.919 -1.631 -3.883
H -9.064 -2.461 -2.977
H -9.293 -2.883 -0.551
H -7.378 -2.485 0.954
N -1.341 0.195 7.935
C -1.102 0.171 6.809
C -0.803 0.140 5.403
C -0.603 -1.076 4.749
C -0.326 -1.077 3.390
C -0.219 0.073 2.570
C -0.428 1.259 3.314
C -0.712 1.323 4.670
H -0.669 -1.997 5.316
H -0.184 -2.062 2.939
H -0.367 2.223 2.802
H -0.864 2.270 5.174
```

The calculation puts the frontier orbital gap at 5.48 eV. The spin multiplicity is 1. Its net charge is 0. As for the HOMO energy: -6.16 eV. As for the LUMO energy: -0.677 eV.



# 3
Molecular formula: C33H30N2O2S
Method: DFT, the ωB97M-V functional and the def2-TZVPD basis

XYZ file:
```
68
C33H30N2O2S (the ωB97M-V functional and the def2-TZVPD basis)
C -5.891 -0.150 1.115
N -5.433 -0.460 2.472
C -5.917 -1.705 2.978
C -5.562 -2.927 2.382
C -6.049 -4.128 2.905
C -6.943 -4.110 3.986
C -7.344 -2.889 4.546
C -6.835 -1.690 4.041
C -4.111 -0.035 2.792
C -3.891 0.897 3.829
C -2.618 1.362 4.090
C -1.464 0.905 3.362
C -0.179 1.423 3.698
C 1.099 0.855 3.437
C 2.274 1.449 4.023
C 3.550 0.991 3.751
C 3.760 -0.028 2.794
N 5.078 -0.460 2.467
C 5.514 -0.108 1.113
C 5.555 -1.715 2.961
C 5.206 -2.929 2.353
C 5.683 -4.134 2.881
C 6.568 -4.121 3.968
C 6.964 -2.904 4.538
C 6.461 -1.704 4.034
C 2.634 -0.644 2.219
C 1.356 -0.307 2.637
C -1.732 -0.020 2.303
C -3.006 -0.523 2.077
H -5.444 0.800 0.805
H -5.611 -0.940 0.404
H -6.983 -0.051 1.146
H -4.890 -2.918 1.517
H -5.734 -5.073 2.453
H -7.323 -5.052 4.388
H -8.061 -2.871 5.372
H -7.136 -0.723 4.454
H -4.766 1.242 4.390
H -2.483 2.117 4.869
H -0.178 2.338 4.293
H 2.149 2.290 4.707
H 4.434 1.415 4.238
H 6.518 -0.516 0.956
H 4.820 -0.496 0.351
H 5.532 0.986 1.039
H 4.540 -2.914 1.484
H 5.369 -5.077 2.426
H 6.942 -5.064 4.371
H 7.673 -2.888 5.371
H 6.758 -0.737 4.453
H 2.789 -1.431 1.466
H 0.536 -0.946 2.322
H -0.949 -0.297 1.608
H -3.163 -1.308 1.324
C 3.068 7.155 6.678
C 2.310 6.229 7.403
C 1.259 5.543 6.778
C 1.021 5.743 5.424
S -0.213 4.660 4.489
O -1.437 5.436 4.281
O 0.543 4.255 3.301
C 1.660 6.762 4.734
C 2.714 7.458 5.358
H 3.913 7.659 7.163
H 2.517 6.046 8.459
H 0.611 4.875 7.339
H 1.320 7.038 3.740
H 3.259 8.245 4.832
```

The calculation puts the frontier orbital gap at 3.79 eV. The spin multiplicity is 1. Its net charge is 0. As for the HOMO energy: -6.39 eV. As for the LUMO energy: -2.599 eV.



# 4
Molecular formula: C33H31AuCl2NOSSb
Method: DFT, the ωB97M-V functional and the def2-TZVPD basis

XYZ file:
```
71
C33H31AuCl2NOSSb (the ωB97M-V functional and the def2-TZVPD basis)
Au -0.469 -3.218 -0.151
Cl -1.946 -1.234 0.188
C -3.558 -1.873 -0.062
C -4.602 -0.975 0.064
C -5.899 -1.418 -0.119
C -6.145 -2.745 -0.431
C -5.090 -3.630 -0.551
Cl -5.377 -5.285 -0.916
C -3.759 -3.214 -0.369
S -2.536 -4.445 -0.542
H -4.405 0.058 0.320
H -6.726 -0.730 -0.014
H -7.154 -3.104 -0.579
O 1.686 -2.145 -0.773
C 2.733 -3.042 -0.398
C 2.327 -4.500 -0.395
C 3.296 -5.490 -0.405
C 2.907 -6.818 -0.340
C 1.554 -7.125 -0.304
C 0.643 -6.091 -0.312
N 1.028 -4.808 -0.337
H 1.615 -2.146 -1.738
H 3.024 -2.762 0.617
H 3.595 -2.904 -1.051
H 4.343 -5.221 -0.460
H 3.649 -7.604 -0.321
H 1.212 -8.149 -0.269
H -0.423 -6.273 -0.297
C 0.433 4.507 -1.586
C 1.834 4.055 -1.282
C 2.890 4.939 -1.496
C 4.208 4.585 -1.249
C 4.513 3.328 -0.747
C 3.488 2.430 -0.516
C 2.166 2.797 -0.769
Sb 0.756 1.261 -0.206
C 1.101 0.962 1.896
C 1.155 -0.361 2.329
C 1.447 -0.645 3.651
C 1.704 0.399 4.528
C 1.647 1.710 4.086
C 1.347 2.029 2.760
C 1.299 3.475 2.348
C -1.274 1.919 -0.482
C -1.968 2.401 0.619
C -3.241 2.920 0.437
C -3.808 2.919 -0.830
C -3.113 2.394 -1.912
C -1.834 1.868 -1.758
C -1.103 1.260 -2.923
H 0.421 5.571 -1.807
H -0.240 4.333 -0.746
H 0.031 3.983 -2.455
H 2.665 5.927 -1.877
H 5.001 5.291 -1.458
H 5.536 3.047 -0.541
H 3.716 1.444 -0.125
H 0.957 -1.169 1.632
H 1.483 -1.671 3.992
H 1.953 0.189 5.560
H 1.835 2.520 4.780
H 0.985 4.095 3.186
H 0.607 3.645 1.522
H 2.289 3.816 2.038
H -1.517 2.392 1.606
H -3.779 3.326 1.284
H -4.801 3.324 -0.974
H -3.573 2.383 -2.893
H -1.645 1.422 -3.852
H -0.995 0.180 -2.785
H -0.103 1.689 -3.042
```

The calculation puts the frontier orbital gap (spin up / spin down) at 8.15 / 4.79 eV. The spin multiplicity is 3. Its net charge is +2. As for the HOMO energy (spin up / spin down): -13.27 / -13.16 eV. As for the expectation value of S²: 2.013. As for the LUMO energy (spin up / spin down): -5.125 / -8.369 eV.



# 5
Molecular formula: C33H31BiN9O3S3Sb
Method: DFT, the ωB97M-V functional and the def2-TZVPD basis

XYZ file:
```
81
C33H31BiN9O3S3Sb (the ωB97M-V functional and the def2-TZVPD basis)
Bi 1.184 2.106 -0.439
C -3.842 4.890 -0.158
C -3.158 3.568 -0.379
C -3.200 2.548 0.564
C -2.534 1.352 0.379
C -1.777 1.062 -0.783
N -1.020 -0.039 -1.023
C -1.286 -1.261 -0.525
C -2.491 -1.692 0.104
C -2.655 -2.957 0.638
C -1.652 -3.919 0.576
C -1.834 -5.303 1.140
C -0.504 -3.565 -0.123
C -0.320 -2.306 -0.670
N 0.883 -2.098 -1.415
C 2.105 -2.589 -1.104
C 2.957 -2.246 -2.125
C 2.133 -1.549 -3.032
N 0.886 -1.472 -2.604
C -1.746 2.126 -1.726
C -2.406 3.328 -1.520
N -1.032 2.006 -2.963
C -1.454 2.315 -4.205
C -0.370 2.169 -5.045
C 0.680 1.774 -4.195
N 0.253 1.664 -2.951
H -4.519 4.838 0.696
H -3.118 5.685 0.042
H -4.427 5.192 -1.029
H -3.743 2.707 1.491
H -2.552 0.623 1.177
H -3.316 -0.999 0.158
H -3.600 -3.204 1.115
H -2.540 -5.298 1.973
H -2.220 -6.003 0.392
H -0.891 -5.710 1.509
H 0.268 -4.312 -0.284
H 2.278 -3.107 -0.177
H 4.011 -2.456 -2.196
H 2.395 -1.095 -3.976
H -2.293 4.107 -2.267
H -2.478 2.592 -4.388
H -0.344 2.325 -6.110
H 1.712 1.562 -4.421
S 4.518 5.606 -0.666
Sb 2.473 5.173 0.419
S 1.017 4.496 -1.359
S 2.865 2.989 1.351
N -4.271 -5.205 5.211
C -3.418 -4.583 4.754
C -2.347 -3.808 4.193
C -2.602 -2.874 3.191
C -1.573 -2.129 2.655
C -0.271 -2.309 3.116
C -0.011 -3.250 4.108
C -1.044 -3.993 4.646
N 0.783 -1.564 2.547
C 2.149 -1.751 2.714
C 2.751 -0.852 1.893
N 1.800 -0.094 1.253
C 0.647 -0.525 1.675
H -3.608 -2.742 2.817
H -1.788 -1.441 1.848
H 0.995 -3.406 4.469
H -0.841 -4.723 5.418
H 2.560 -2.517 3.344
H 3.804 -0.707 1.714
H -0.304 -0.130 1.352
C 5.282 2.186 -3.328
C 4.507 2.071 -2.041
N 5.236 1.978 -0.912
O 3.275 2.025 -2.063
H 6.084 2.919 -3.239
H 4.602 2.483 -4.121
H 5.723 1.219 -3.575
H 6.191 2.292 -0.949
H 4.727 2.181 -0.044
O 0.020 4.502 1.821
C -0.577 3.436 1.878
O -0.362 2.364 1.196
H -1.416 3.325 2.591
```

The calculation puts the frontier orbital gap (spin up / spin down) at 5.95 / 4.32 eV. The spin multiplicity is 2. Its net charge is -1. As for the HOMO energy (spin up / spin down): -3.92 / -3.92 eV. As for the expectation value of S²: 0.761. As for the LUMO energy (spin up / spin down): 2.022 / 0.398 eV.



# 6
Molecular formula: C33H31F5N3O4PRuS2Se
Method: DFT, the ωB97M-V functional and the def2-TZVPD basis

XYZ file:
```
81
C33H31F5N3O4PRuS2Se (the ωB97M-V functional and the def2-TZVPD basis)
Ru -0.066 0.795 0.155
C -0.356 -0.022 -3.731
C -1.675 0.657 -3.546
C -2.723 0.326 -4.400
C -3.943 0.970 -4.325
C -4.115 1.963 -3.375
C -3.097 2.313 -2.498
C -3.378 3.377 -1.473
C -1.853 1.649 -2.578
N -0.862 1.943 -1.598
C -0.505 3.245 -1.535
O -0.581 4.108 -2.409
C -0.091 3.682 -0.146
C 0.079 5.001 0.243
C 0.402 5.263 1.567
C 0.597 4.213 2.460
C 0.430 2.924 1.998
N 0.053 2.706 0.738
C 0.707 1.673 2.813
O 1.107 1.788 3.967
N 0.475 0.521 2.134
C 0.768 -0.681 2.854
C 2.079 -1.159 2.957
C 3.262 -0.282 2.661
C 2.279 -2.442 3.458
C 1.218 -3.210 3.913
C -0.048 -2.649 3.962
C -0.275 -1.364 3.476
C -1.568 -0.658 3.757
H -0.481 -1.004 -4.190
H 0.161 -0.155 -2.786
H 0.278 0.580 -4.387
H -2.565 -0.453 -5.138
H -4.752 0.699 -4.991
H -5.069 2.473 -3.291
H -4.449 3.571 -1.420
H -2.866 4.309 -1.722
H -3.044 3.070 -0.480
H -0.047 5.772 -0.503
H 0.524 6.286 1.901
H 0.890 4.354 3.490
H 3.152 0.289 1.743
H 4.175 -0.875 2.593
H 3.371 0.437 3.476
H 3.292 -2.828 3.511
H 1.385 -4.214 4.284
H -0.871 -3.190 4.415
H -2.278 -1.327 4.246
H -2.019 -0.237 2.862
H -1.380 0.187 4.424
C 5.067 -3.226 -0.274
C 3.644 -2.800 -0.002
O 3.574 -1.362 -0.086
P 2.415 -0.676 -0.933
S 2.292 1.275 -0.583
S 0.626 -1.463 -0.541
O 2.963 -1.037 -2.398
C 2.866 -0.176 -3.545
C 4.258 0.215 -3.984
H 5.156 -4.310 -0.178
H 5.749 -2.758 0.437
H 5.365 -2.938 -1.282
H 3.315 -3.074 1.002
H 2.952 -3.253 -0.714
H 2.277 0.705 -3.296
H 2.341 -0.740 -4.315
H 4.769 0.751 -3.183
H 4.204 0.869 -4.856
H 4.847 -0.665 -4.246
F -4.846 -4.916 1.781
C -4.283 -3.747 1.466
C -3.440 -3.645 0.377
F -3.202 -4.724 -0.377
C -2.865 -2.426 0.055
F -2.122 -2.398 -1.055
C -3.078 -1.278 0.798
Se -2.437 0.497 0.388
C -3.955 -1.414 1.875
F -4.258 -0.367 2.652
C -4.549 -2.615 2.215
F -5.370 -2.694 3.269
```

The calculation puts the frontier orbital gap (spin up / spin down) at 7.46 / 6.64 eV. The spin multiplicity is 2. Its net charge is -1. As for the HOMO energy (spin up / spin down): -4.99 / -4.85 eV. As for the expectation value of S²: 0.757. As for the LUMO energy (spin up / spin down): 2.462 / 1.785 eV.



What are the energy values for these records? In order: -72278.212 -101823.952 -52613.767 -84355.305 -99163.418 -159866.834 eV.
What are the maximum force values for these records? In order: 0.13 0.88 3.18 1.36 2.27 1.14 eV Å⁻¹.
What are the relative energy (zero: lowest compared OMol25 entry of this formula, charge and spin) values for these records? In order: 0.0 87.8 325.4 118.2 208.8 103.3 kJ/mol.